1.
Entry from the Open Molecules 2025 dataset: a 7-piece molecular cluster, C20H38FNO13S2 overall (ωB97M-V/def2-TZVPD).

Cartesian coordinates (Å):
H  19.309  23.094  31.884
H  20.979  24.499  25.312
O  19.907  31.070  28.235
H  12.956  21.972  30.192
C  13.759  23.916  30.888
H  20.104  24.360  27.711
C  19.638  23.371  24.413
C  19.878  23.572  27.058
H  18.774  23.245  27.143
H  16.820  27.517  29.548
H  18.018  27.584  26.982
O  14.786  27.299  28.246
H  15.265  25.414  25.175
C  20.509  23.627  25.557
S  14.573  27.859  29.537
C  19.059  25.458  33.491
H  20.503  26.888  27.701
H  19.168  22.353  24.480
H  13.158  24.486  31.288
H  20.644  22.972  30.698
O  20.276  28.757  28.593
O  20.621  22.511  27.600
O  13.850  27.187  30.521
H  20.634  27.374  25.208
H  15.274  31.379  29.296
H  20.119  23.426  23.551
O  20.254  25.224  32.885
F  17.307  25.317  28.180
H  13.844  24.135  29.828
H  16.438  26.270  26.119
C  15.131  24.120  31.441
C  16.190  28.137  30.165
C  18.575  25.745  31.259
C  16.149  23.214  30.893
H  13.225  22.127  31.803
H  19.322  26.377  25.619
H  16.710  30.349  30.778
H  14.952  23.765  32.453
H  16.939  22.976  31.710
H  19.083  27.773  24.596
C  16.459  29.761  29.924
O  22.337  21.290  27.225
O  18.023  25.594  32.572
C  19.916  25.030  31.388
H  18.699  24.072  24.260
C  21.574  22.117  26.841
H  13.686  29.764  30.170
H  16.432  27.975  31.200
C  19.717  29.872  27.984
H  16.570  24.712  25.820
H  17.281  29.924  29.500
H  19.210  26.858  28.806
H  15.461  25.368  26.654
H  16.560  23.538  29.890
O  18.880  25.435  34.738
H  18.700  26.837  31.119
O  19.060  29.424  26.835
C  19.665  23.567  30.968
H  18.057  25.402  30.401
H  19.018  23.268  30.169
C  15.379  30.307  29.106
S  15.139  21.850  30.499
C  14.112  29.467  29.300
N  15.866  25.435  25.931
O  21.639  22.685  25.630
C  19.433  27.490  25.472
C  19.873  27.627  28.049
H  13.367  29.784  28.375
C  13.535  22.431  30.889
O  15.317  20.607  31.306
H  20.721  25.550  30.795
O  15.242  21.718  29.098
H  15.502  25.127  31.477
H  15.709  30.077  28.121
C  19.001  28.022  26.877

Forces on the atoms, in the same order (eV/Å):
-0.2 -0.3 -0.1
1.2 2.8 0.2
-0.8 -4.7 -0.3
-2.0 -0.8 -2.3
5.9 -4.7 -6.6
-0.2 1.8 0.3
-5.7 -1.5 2.2
-1.2 -1.8 -2.2
1.6 1.0 -0.5
0.4 -0.2 -0.3
-0.7 0.6 0.5
-0.3 -1.0 -1.9
-1.5 0.6 -2.1
-0.3 -0.9 2.2
2.8 -0.3 -0.6
-0.9 -0.9 3.7
2.9 -0.7 -0.5
0.4 0.7 -0.1
-6.4 5.4 4.1
-1.6 1.3 0.7
1.2 4.3 1.7
-1.9 0.5 1.5
-2.5 -1.5 1.9
-2.5 1.1 1.2
-0.4 -0.2 -0.4
2.4 0.2 -3.9
-1.7 -0.3 -2.2
0.1 0.2 -0.6
-0.4 0.7 -0.4
-0.2 0.2 -0.5
-0.3 0.8 2.3
1.6 3.4 -0.2
2.0 2.0 1.2
2.2 -0.4 0.2
-0.6 -1.3 3.0
-0.6 0.7 -0.5
-0.9 -0.2 1.7
0.6 0.4 0.8
-1.2 0.2 -1.8
-2.6 1.8 -3.6
-4.4 -3.6 4.1
0.9 -0.6 -0.3
0.4 -0.4 0.8
0.2 0.6 -0.7
2.0 -0.9 0.8
2.6 -2.1 -0.3
-1.7 0.9 2.7
-0.7 -0.6 0.5
1.1 2.6 -1.3
0.0 -0.5 0.6
6.9 0.6 -4.3
1.3 2.5 -1.6
-7.4 -1.9 13.6
-0.1 -0.2 1.2
0.7 0.4 -5.2
0.1 -0.3 0.0
-0.1 1.3 2.3
3.6 -1.7 1.5
-1.3 -0.8 -0.4
-0.7 0.9 -0.5
-0.9 -0.3 -0.6
0.5 -5.1 2.9
-1.4 3.6 -4.1
9.3 1.5 -10.4
-1.9 0.8 0.0
5.7 -4.3 4.5
-5.3 -4.7 0.8
1.7 -1.6 2.4
2.0 2.2 0.3
0.3 2.4 -1.1
-0.7 -0.6 0.9
-0.1 -0.1 -2.8
-0.2 0.6 0.0
0.0 0.6 -1.3
0.3 -0.6 -3.0

Orbital gap, Eh: 0.332
Charge: 0
HOMO, eV: -10.00

=====

2.
Entry from the Open Molecules 2025 dataset: C20H38HgN4OSiTa as an isolated structure (ωB97M-V/def2-TZVPD).

Cartesian coordinates (Å):
H  0.696  3.679  -2.644
H  -0.564  3.112  1.452
H  -3.085  1.319  4.234
Si  -1.813  -0.064  2.651
H  -3.007  -2.087  -1.261
C  -3.111  0.222  1.323
H  2.315  2.591  -0.873
N  1.680  -0.358  -0.439
H  4.263  0.685  3.195
H  1.536  -2.338  -1.696
C  3.016  0.071  4.854
C  0.716  -2.992  -2.012
H  -2.629  -0.381  -1.349
H  2.058  3.969  0.196
H  0.371  -2.622  -2.988
H  -2.976  1.150  0.745
H  0.403  -4.503  0.300
H  -0.313  -0.614  4.700
Hg  3.539  -0.126  -1.686
H  3.824  0.116  5.588
C  -2.216  -1.740  3.402
H  -1.265  0.875  -2.536
H  -1.650  3.836  0.260
H  2.466  0.459  1.524
C  2.229  0.307  2.582
Ta  -0.052  -0.013  -0.061
H  -1.032  -4.973  -1.524
H  -1.802  -3.735  -2.527
H  -2.354  -4.004  -0.840
C  0.083  -3.454  0.362
H  0.811  5.001  -1.492
H  -0.722  -3.384  1.106
H  -2.416  1.851  -1.526
H  -1.627  -1.994  4.295
H  -2.056  -1.455  -2.658
C  1.668  2.981  -0.081
H  -1.246  2.617  -2.621
C  0.223  4.112  -1.756
H  0.941  -2.857  0.703
N  -0.977  -1.634  -0.847
C  -2.218  -1.380  -1.566
H  -3.264  -0.636  0.650
N  -0.364  1.823  -0.862
C  -2.037  1.317  3.900
C  0.680  -0.333  4.336
H  1.114  -4.010  -2.132
H  -0.783  4.485  -1.991
O  4.799  -2.164  0.312
C  -0.597  3.747  0.557
C  0.912  -0.006  2.976
N  -0.144  0.006  2.025
H  1.534  -0.602  6.287
C  3.262  0.382  3.514
C  -0.422  -3.000  -0.998
C  0.235  3.141  -0.561
H  -1.399  1.229  4.791
H  1.760  2.315  0.785
C  -1.378  1.782  -1.914
H  -4.051  0.347  1.890
H  -2.092  -2.549  2.667
C  -1.484  -3.974  -1.504
H  -0.226  4.746  0.821
H  -1.834  2.289  3.426
H  -3.275  -1.730  3.706
C  4.212  -1.360  0.870
C  1.735  -0.314  5.253

Forces on the atoms, in the same order (eV/Å):
-0.2 0.0 0.1
0.1 0.1 -0.1
0.3 0.0 -0.1
-1.7 -0.1 1.2
0.3 0.3 -0.2
0.3 0.0 -0.3
-0.1 0.0 0.0
1.8 -0.2 -1.0
-0.4 -0.2 0.1
-0.2 -0.2 0.1
0.3 0.1 0.1
0.4 -0.1 -0.4
0.3 -0.3 -0.1
-0.1 -0.3 0.0
0.0 -0.2 0.2
-0.1 -0.3 0.1
0.0 0.3 0.1
0.6 0.1 -0.3
-1.9 0.0 1.0
-0.3 0.0 -0.2
0.1 -0.1 -0.1
-0.2 0.2 0.3
0.2 0.1 0.0
-0.3 0.0 0.6
1.6 0.3 0.0
-0.1 0.5 -2.0
-0.2 0.2 0.0
0.0 -0.1 0.3
0.1 -0.1 -0.1
0.0 -0.4 0.3
-0.1 -0.3 0.1
0.2 -0.1 -0.1
0.5 -0.1 -0.2
-0.2 0.0 -0.3
-0.2 0.0 0.4
0.4 0.0 0.0
-0.1 -0.4 0.3
0.1 0.2 0.0
-0.1 0.0 -0.1
0.3 1.7 0.8
-0.6 0.1 -0.2
0.0 0.3 0.2
0.0 -1.6 0.1
0.2 0.1 0.0
0.6 -0.1 1.5
-0.1 0.3 -0.1
0.3 -0.2 0.0
-1.0 1.3 1.0
-0.4 0.3 0.5
-1.9 -0.1 -1.7
2.2 -0.2 1.7
0.1 0.1 -0.3
-0.5 0.1 -0.7
0.2 -0.1 -0.3
-0.2 0.6 0.1
-0.3 0.1 -0.3
-0.1 0.2 -0.1
-0.4 0.3 -0.8
0.3 0.0 -0.1
0.0 0.2 0.2
0.0 -0.3 0.0
-0.1 -0.2 0.0
-0.1 -0.2 0.2
0.3 0.0 -0.1
1.4 -1.6 -0.9
-1.3 -0.2 -0.4

⟨S²⟩: 0.781
Orbital gap (spin up / spin down), Eh: 0.170 / 0.167
Charge: +2
HOMO (spin up / spin down), eV: -14.40 / -14.30
Multiplicity: 2

=====

DFT total energy / Eh: -2713.65296; -1578.45826
ΔE to the lowest compared entry with this formula, charge and spin / kcal/mol: 41.3; 0.0
Max |F| / eV/A: 15.58; 2.78